Record 1
{"formula": "C11H14BCuF3N6", "method": "the ωB97M-V functional and the def2-TZVPD basis", "energy_ha": -2720.9973, "largest_force_ev_per_a": 4.00, "spin_multiplicity": 2, "de_lowest_kj_mol": 157.72, "homo_lumo_gap_ev": [7.62, 7.60], "symbols": ["H", "N", "B", "N", "C", "Cu", "H", "C", "H", "C", "H", "C", "H", "H", "H", "N", "N", "N", "N", "C", "C", "H", "H", "C", "C", "C", "C", "H", "H", "H", "H", "H", "F", "C", "F", "F"], "positions_angstrom": [[3.49, 1.66, -0.17], [1.94, 0.20, 0.03], [0.40, -1.68, 0.54], [1.80, -0.98, 0.66], [2.99, -1.29, 1.21], [-0.64, 1.23, -0.81], [3.11, -2.21, 1.74], [3.88, -0.25, 0.96], [4.90, -0.18, 1.28], [3.18, 0.69, 0.20], [0.50, -2.80, 0.93], [-2.10, 2.26, -1.62], [-1.72, 3.29, -1.74], [-2.97, 2.26, -0.96], [-2.31, 1.79, -2.60], [-0.08, -1.61, -0.94], [-0.72, -0.91, 1.32], [-0.33, -0.40, -1.61], [-1.15, 0.33, 0.94], [-0.33, -2.64, -1.77], [-1.44, -1.32, 2.38], [-0.23, -3.66, -1.42], [-1.27, -2.29, 2.81], [-0.68, -2.13, -3.02], [-2.34, -0.31, 2.72], [-0.68, -0.74, -2.88], [-2.12, 0.72, 1.78], [-0.88, -2.70, -3.91], [-3.04, -0.30, 3.52], [-0.93, 0.01, -3.62], [-2.60, 1.69, 1.70], [1.09, 0.63, -0.36], [-0.76, 3.55, 0.84], [0.15, 2.63, 0.44], [1.16, 3.30, -0.21], [0.72, 2.15, 1.61]], "lowdin_charge": [0.14, 0.09, -0.44, 0.05, -0.02, 0.35, 0.13, -0.02, 0.10, -0.02, 0.12, -0.15, -0.01, 0.00, -0.02, 0.00, -0.01, -0.06, -0.02, -0.06, -0.08, 0.12, 0.11, -0.05, -0.05, -0.09, -0.10, 0.09, 0.09, 0.11, 0.12, 0.07, 0.04, -0.56, 0.01, 0.02]}

=====

Record 2
{"formula": "H22NeO11", "method": "the ωB97M-V functional and the def2-TZVPD basis", "energy_ha": -969.7560, "largest_force_ev_per_a": 1.30, "spin_multiplicity": 1, "de_lowest_kj_mol": 149.62, "homo_lumo_gap_ev": 8.83, "symbols": ["Ne", "O", "H", "H", "O", "H", "H", "O", "H", "H", "O", "H", "H", "O", "H", "H", "O", "H", "H", "O", "H", "H", "O", "H", "H", "O", "H", "H", "O", "H", "H", "O", "H", "H"], "positions_angstrom": [[0.16, 0.26, -0.07], [2.75, 0.88, -0.50], [2.29, 0.10, -0.19], [3.24, 1.18, 0.26], [0.30, 2.97, -1.82], [-0.39, 3.27, -1.23], [1.11, 3.12, -1.34], [1.57, -3.43, 2.33], [1.37, -2.51, 2.19], [1.34, -3.60, 3.24], [2.50, 0.56, -3.26], [2.79, -0.34, -3.34], [2.60, 0.77, -2.33], [-1.03, 3.74, 0.36], [-1.93, 3.42, 0.40], [-0.66, 3.55, 1.23], [-1.93, 0.51, 2.91], [-1.05, 0.67, 3.23], [-2.27, -0.19, 3.47], [2.27, -0.86, 3.16], [2.86, -0.36, 2.59], [2.84, -1.22, 3.84], [-1.24, -2.28, -2.52], [-1.77, -2.18, -1.73], [-0.87, -1.41, -2.67], [-0.21, 0.46, -3.01], [-0.32, 1.37, -2.71], [0.74, 0.32, -3.00], [-3.87, -1.55, -1.22], [-4.05, -0.74, -1.69], [-3.35, -1.28, -0.47], [-2.17, -1.74, 0.98], [-1.81, -2.47, 1.49], [-1.83, -0.96, 1.42]], "lowdin_charge": [0.05, -0.03, 0.03, 0.05, -0.05, -0.01, 0.04, -0.06, -0.01, 0.03, -0.04, 0.06, -0.01, -0.03, 0.06, 0.05, -0.04, 0.04, 0.05, -0.04, 0.03, 0.05, -0.07, -0.02, -0.03, -0.07, -0.01, -0.02, -0.05, 0.04, -0.02, -0.04, 0.05, 0.00]}

=====

Record 3
{"formula": "C5H11NO", "method": "the ωB97M-V functional and the def2-TZVPD basis", "smiles": "C=NCCCCO", "energy_ha": -326.8849, "largest_force_ev_per_a": 5.20, "spin_multiplicity": 1, "de_lowest_kj_mol": 647.15, "homo_lumo_gap_ev": 7.60, "symbols": ["C", "N", "C", "C", "C", "C", "O", "H", "H", "H", "H", "H", "H", "H", "H", "H", "H", "H"], "positions_angstrom": [[0.47, 3.25, 0.42], [-0.60, 2.63, 0.03], [-0.61, 1.25, 0.74], [0.12, 0.19, -0.24], [-0.24, -1.21, 0.35], [-0.48, -2.24, -0.88], [0.78, -3.03, -0.86], [0.70, 3.90, 1.26], [1.35, 2.53, 0.16], [-1.67, 0.98, 0.73], [-0.09, 1.24, 1.77], [1.19, 0.56, 0.04], [0.05, 0.10, -1.43], [-1.01, -0.92, 1.14], [0.68, -1.56, 0.89], [-0.69, -1.87, -1.92], [-1.33, -2.90, -0.66], [1.40, -2.89, -1.53]], "lowdin_charge": [-0.08, -0.08, -0.21, -0.23, -0.18, -0.18, -0.10, 0.08, 0.07, 0.09, 0.14, 0.10, 0.14, 0.10, 0.11, 0.11, 0.10, 0.04]}

=====

> Number 2 is which compound?

H22NeO11